No. 1
C27H41N4OPdSbSi3 | ωB97M-V/def2-TZVPD

Geometry as ORCA input:
```
! RIJCOSX wB97M-V def2-TZVPD def2/J DEFGRID3
* xyz 2 3
Pd -0.94087 1.11561 0.34247
C 3.03249 -0.91885 -0.86097
C 1.67689 -0.56792 -0.90898
N 0.96286 -0.29060 0.16272
C 1.57254 -0.32836 1.36809
C 2.91604 -0.69306 1.52469
C 3.65170 -0.98493 0.36203
C 3.48871 -0.78021 2.83773
C 2.74349 -0.53057 3.93564
C 1.36908 -0.13832 3.81314
C 0.55715 0.11709 4.93234
C -0.75256 0.48784 4.75112
C -1.22649 0.64643 3.44682
N -0.48006 0.42726 2.38217
C 0.79607 0.00267 2.54147
H 3.56214 -1.14098 -1.77374
H 1.16008 -0.52863 -1.86192
H 4.69312 -1.26161 0.44433
H 4.52508 -1.06789 2.92759
H 3.16587 -0.61876 4.92544
H 0.96990 0.01084 5.92507
H -1.40869 0.67568 5.58643
H -2.24303 0.97738 3.26433
C -5.30849 -2.93287 0.17734
Si -5.50320 -1.13895 0.64719
C -6.60774 -0.19498 -0.51513
C -5.82402 -0.87439 2.46161
Sb -2.98832 -0.41730 0.18422
Si -2.26905 -0.94076 -2.25200
C -1.21630 -2.48470 -2.13110
C -3.78100 -1.16454 -3.32827
C -1.30189 0.58782 -2.76961
Si -2.71543 2.74409 0.61579
C -2.27984 3.76684 -0.90181
C -4.57797 2.52027 0.59519
C -2.28638 3.51414 2.28212
H -6.23729 -3.45480 0.40693
H -4.51593 -3.42436 0.73547
H -5.12084 -3.06190 -0.88492
H -7.58957 -0.66944 -0.47668
H -6.26487 -0.25098 -1.54565
H -6.74005 0.84662 -0.23527
H -6.82795 -1.23269 2.69252
H -5.78003 0.17374 2.75637
H -5.12527 -1.44387 3.07236
H -1.83927 -3.34646 -1.89222
H -0.45379 -2.40036 -1.35573
H -0.71987 -2.69420 -3.07763
H -4.40326 -1.98883 -2.98902
H -3.48190 -1.38872 -4.34994
H -4.38866 -0.26117 -3.35788
H -0.70590 1.04165 -1.96028
H -1.98266 1.36197 -3.12842
H -0.61284 0.34973 -3.58087
H -3.00846 3.57267 -1.68628
H -1.28854 3.61516 -1.31836
H -2.34741 4.82130 -0.62958
H -4.94501 2.09975 -0.33961
H -4.99834 3.52373 0.67880
H -4.96415 1.93702 1.43089
H -1.33578 3.22446 2.71574
H -3.07109 3.28656 3.00097
H -2.27139 4.59431 2.14912
N 1.71253 7.70160 -0.87245
C 0.72028 6.91786 -0.42636
O -0.39245 7.29658 -0.12633
C 0.99707 5.44239 -0.31536
C 0.93816 4.83443 0.93207
C 0.94223 3.45460 0.99034
N 0.97074 2.67561 -0.09170
C 1.10206 3.26812 -1.27894
C 1.13891 4.64184 -1.44163
H 1.54442 8.69246 -0.96013
H 2.63428 7.34498 -1.05311
H 0.85267 5.42046 1.83439
H 0.91696 2.94236 1.94592
H 1.15960 2.61229 -2.13865
H 1.22095 5.06981 -2.42954
*
```

Its expectation value of S² is 2.0130. For the orbital gap (alpha / beta), the calculation gives 7.78 / 6.89 eV. The largest force on an atom is 0.6 eV/Å. Its HOMO energy (alpha / beta) is -13.5 / -14.1 eV. The molar mass is 750.1 g mol⁻¹.

These are the Mulliken partial charges, in e, on atoms 1 to 6: 0.2343 -1.1682 -0.2605 0.4889 -0.1170 1.2073

No. 2
C27H41N9O3PSb2Ta | ωB97M-V/def2-TZVPD

Geometry as ORCA input:
```
! RIJCOSX wB97M-V def2-TZVPD def2/J DEFGRID3
* xyz 4 1
Ta 0.28803 -0.06198 0.06554
C -1.23901 2.97731 -4.59071
N -0.37558 2.33452 -3.58512
C 0.98198 2.22260 -3.69428
C 1.40844 1.53176 -2.60653
N 0.31460 1.20759 -1.82084
C -0.75783 1.71501 -2.45972
P -2.49793 1.41390 -2.03920
C -2.27138 -0.39097 -1.89777
N -1.31881 -1.01794 -1.18639
C -1.51630 -2.37142 -1.38552
C -2.57272 -2.53954 -2.22300
N -3.03729 -1.29008 -2.53108
C -4.16659 -1.01524 -3.43656
C -2.37661 1.73676 -0.24965
N -1.45250 1.23411 0.58100
C -1.85862 1.55466 1.85896
C -3.01596 2.26193 1.78555
N -3.32720 2.36912 0.45747
C -4.53064 3.03703 -0.07089
H -0.63893 3.68871 -5.15063
H -1.63550 2.22938 -5.27427
H -2.04934 3.50962 -4.10066
H 1.53038 2.63774 -4.52405
H 2.41408 1.25739 -2.35344
H -0.88629 -3.12395 -0.94867
H -3.01511 -3.43408 -2.62965
H -4.63244 -1.96136 -3.69487
H -4.89978 -0.38415 -2.94087
H -3.80968 -0.53844 -4.34641
H -1.29872 1.27420 2.73512
H -3.62939 2.69854 2.55657
H -4.96253 3.63808 0.72379
H -4.26166 3.68891 -0.89761
H -5.25954 2.29692 -0.39348
C 0.04433 4.03328 1.48998
Sb 1.51798 2.61440 0.91671
C 2.43481 3.69639 -0.66083
C 3.01964 2.97655 2.41453
C 4.32126 2.31173 2.09353
C 5.27604 2.98853 1.33892
C 6.50301 2.40721 1.05385
C 6.79081 1.13713 1.53180
C 5.85015 0.45866 2.29229
C 4.61304 1.03151 2.57793
C 3.63653 0.29400 3.43479
Sb 2.22411 -0.84816 2.26926
C 3.61203 -2.16194 1.34969
C 1.35146 -2.06568 3.76722
H 0.55898 4.99413 1.51243
H -0.34582 3.81821 2.48059
H -0.76375 4.07853 0.76246
H 2.73863 4.64194 -0.21117
H 1.72730 3.88865 -1.46199
H 3.31380 3.17654 -1.03380
H 2.60666 2.72563 3.38849
H 3.10567 4.06397 2.36492
H 5.07752 4.00179 1.00811
H 7.24294 2.95560 0.48692
H 7.75561 0.68831 1.33872
H 6.09913 -0.51294 2.70383
H 3.10442 0.90662 4.15858
H 4.12332 -0.51666 3.98166
H 4.24812 -2.54895 2.14546
H 4.23195 -1.60546 0.64895
H 3.10914 -2.99852 0.87127
H 2.15944 -2.36599 4.43440
H 0.90307 -2.95628 3.33240
H 0.62747 -1.48856 4.33811
C -1.91733 -3.21503 4.19205
N -2.07156 -2.89709 2.75214
C -3.14349 -3.62952 2.02906
C -1.38987 -2.01600 2.13047
N -0.80163 -1.23495 1.48214
H -2.89554 -3.12624 4.66021
H -1.22965 -2.52258 4.66348
H -1.55330 -4.23570 4.29353
H -4.09381 -3.43173 2.52075
H -2.92025 -4.69404 2.06926
H -3.18183 -3.29901 0.99422
O 1.05393 -2.04350 -0.41949
N 2.03056 -1.59514 -1.15698
O 2.61108 -2.19325 -1.96334
O 2.23601 -0.33983 -0.84391
*
```

For the orbital gap, the calculation gives 4.93 eV. The largest force on an atom is 0.6 eV/Å. Its HOMO energy is -17.8 eV. The molar mass is 995.1 g mol⁻¹.

These are the Mulliken partial charges, in e, on atoms 1 to 6: -0.2703 -0.8245 0.1562 -0.6265 -1.0350 0.8877

No. 3
C27H41NP2Ti | ωB97M-V/def2-TZVPD

Geometry as ORCA input:
```
! RIJCOSX wB97M-V def2-TZVPD def2/J DEFGRID3
* xyz 0 3
P 0.17892 4.04456 -1.12915
P -2.09151 1.01294 -1.92432
C -0.80788 3.55930 -2.53283
C -2.13229 2.85012 -2.17892
H -0.18506 2.97711 -3.22580
H -1.03719 4.50765 -3.04741
H -2.61929 3.29719 -1.29295
H -2.82373 2.98514 -3.03042
C -1.53092 0.49854 -3.55424
H -1.46505 -0.58759 -3.58100
H -0.54588 0.89527 -3.79289
H -2.23833 0.84599 -4.30586
C -3.82730 0.59897 -1.85875
H -4.27973 0.82696 -2.83499
H -4.36857 1.16870 -1.09854
H -3.95984 -0.46812 -1.66095
C 1.91699 4.45912 -1.48348
H 2.54383 4.20916 -0.61099
H 1.95886 5.52931 -1.69763
H 2.30246 3.93355 -2.36479
C -0.55567 5.30130 -0.06967
H -1.61389 5.06802 0.14211
H -0.48619 6.27246 -0.59020
H 0.00371 5.36967 0.87806
Ti -1.65965 -1.35012 1.22398
C -0.58830 0.72320 -0.90641
C 0.64617 0.57583 -1.69517
C 1.90374 1.25182 -1.76373
C 2.87897 0.77586 -0.64526
C 2.65277 1.16132 0.78394
C 1.84899 2.13613 1.27309
C 0.47964 2.42902 0.69684
C -0.62891 1.30150 0.54718
C -1.55778 -1.07719 3.25316
H -0.92602 -0.36532 -0.71771
H 0.77663 -0.45700 -2.03159
H 1.88399 2.33296 -1.89548
H 2.30633 0.88517 -2.73382
H 2.75486 -0.32580 -0.64343
H 3.94356 0.89873 -0.98950
H 3.31168 0.55865 1.48957
H 2.00097 2.42424 2.30820
H 0.63090 2.67154 -0.44460
H 0.05348 3.28054 1.27283
H -0.53888 0.51750 1.35125
H -1.59710 1.79177 0.75330
H -2.31387 -1.57077 3.91500
H -1.74929 0.02120 3.31399
H -0.54579 -1.28994 3.65805
C -1.82131 -5.58461 -0.27251
C -2.31769 -4.29980 -0.48325
C -1.46339 -3.17423 -0.40347
C -0.27544 -3.48320 0.37160
C 0.35609 -4.72864 0.36174
C -0.46469 -5.81568 0.06527
N -0.13439 -2.66172 1.44508
C 0.90010 -2.84053 2.37139
C 0.74240 -3.63815 3.51407
C 1.86576 -3.85437 4.30892
C 3.10164 -3.30575 3.93471
C 3.21690 -2.48537 2.80209
C 2.09548 -2.20938 2.04264
H -2.46796 -6.45601 -0.45275
H -3.34514 -4.08186 -0.75999
H -1.39237 -2.43298 -1.21604
H 1.38820 -4.88838 0.65414
H -0.06639 -6.83766 0.06715
H -0.24949 -4.06849 3.73120
H 1.76193 -4.47588 5.20205
H 3.97942 -3.51011 4.54146
H 4.17871 -2.07907 2.48117
H 2.10810 -1.54429 1.16526
*
```

Its expectation value of S² is 2.0143. For the orbital gap (alpha / beta), the calculation gives 5.15 / 4.86 eV. The largest force on an atom is 4.7 eV/Å. Its HOMO energy (alpha / beta) is -5.2 / -5.2 eV. The molar mass is 489.4 g mol⁻¹.

These are the Mulliken partial charges, in e, on atoms 1 to 6: 0.7899 1.2833 -0.7905 -1.1652 0.3826 0.5100